No. 1
{
  "formula": "C10H18N3O",
  "method": "wB97M-V/def2-TZVPD",
  "orbital_gap_ev": [10.202, 7.337],
  "charge": 2,
  "spin_multiplicity": 2,
  "homo_ha": [-0.5984, -0.6286],
  "relative_energy_kcal_mol": 0.0,
  "fmax_ev_per_a": 1.573,
  "symbols": ["C", "C", "C", "N", "N", "N", "H", "H", "H", "H", "H", "H", "H", "H", "H", "H", "C", "C", "C", "C", "C", "C", "C", "O", "H", "H", "H", "H", "H", "H", "H", "H"],
  "coordinates": [[-0.147, -2.316, -0.491], [-0.901, -1.827, -1.721], [2.004, -2.988, -1.488], [1.324, -2.206, -0.660], [1.401, -3.933, -2.194], [3.307, -2.782, -1.673], [-0.390, -1.600, 0.289], [-0.403, -3.282, -0.047], [-1.033, -2.422, -2.624], [-0.561, -0.810, -1.960], [1.812, -1.593, -0.028], [0.415, -4.102, -2.097], [1.796, -4.267, -3.059], [3.819, -2.189, -1.042], [3.879, -3.455, -2.162], [-1.928, -1.619, -1.394], [-2.654, 3.895, -0.369], [-1.392, 0.941, 1.560], [-0.132, 1.456, 1.951], [-2.182, 1.730, 0.769], [-1.760, 3.049, 0.457], [0.324, 2.742, 1.555], [-0.501, 3.582, 0.873], [0.635, 0.662, 2.665], [-1.779, 0.039, 2.024], [-3.151, 1.373, 0.442], [1.289, 3.084, 1.913], [1.391, 1.155, 3.026], [-2.464, 4.959, -0.241], [-3.724, 3.720, -0.303], [-0.291, 4.638, 0.772], [-2.299, 3.752, -1.404]]
}

***

No. 2
{
  "formula": "C10H18N3OP",
  "method": "wB97M-V/def2-TZVPD",
  "orbital_gap_ev": [4.930, 5.733],
  "spin_multiplicity": 3,
  "homo_ha": [-0.1495, -0.3200],
  "fmax_ev_per_a": 11.010,
  "symbols": ["C", "C", "C", "C", "C", "C", "C", "C", "C", "C", "N", "N", "N", "O", "P", "H", "H", "H", "H", "H", "H", "H", "H", "H", "H", "H", "H", "H", "H", "H", "H", "H", "H"],
  "coordinates": [[0.311, 2.506, 0.189], [0.505, 1.121, 0.017], [1.935, 0.905, 0.203], [-0.555, 0.116, -0.010], [-4.777, 1.136, -0.915], [4.333, -0.266, 0.723], [3.186, -0.626, -1.551], [-3.887, 0.112, -0.027], [-2.797, -0.445, -0.869], [3.064, -0.510, 0.007], [2.498, 2.047, 0.486], [1.538, 2.976, 0.479], [-1.619, 0.436, -0.846], [-0.551, -0.857, 0.672], [1.973, -1.819, 0.573], [-0.471, 3.137, 0.055], [-4.944, 0.731, -1.927], [-5.708, 1.590, -0.512], [-4.223, 2.094, -0.965], [4.843, 0.640, 0.314], [4.213, -0.328, 1.824], [5.127, -1.022, 0.611], [2.216, -0.798, -1.845], [3.840, -1.330, -1.875], [3.490, 0.400, -1.962], [-4.675, -0.554, 0.552], [-3.331, 0.680, 0.727], [-2.483, -1.443, -0.475], [-3.090, -0.560, -1.887], [1.780, 3.898, 0.673], [-1.595, 1.277, -1.390], [1.870, -1.550, 1.869], [3.159, -2.708, 0.650]]
}

***

No. 3
{
  "formula": "C10H18N3OS",
  "method": "wB97M-V/def2-TZVPD",
  "orbital_gap_ev": 7.462,
  "charge": 1,
  "spin_multiplicity": 1,
  "smiles": "CCN1C(=S)N[C@]2(CC[C@H](C)CC2)[N+]1=O",
  "homo_ha": -0.4864,
  "relative_energy_kcal_mol": 47.9,
  "fmax_ev_per_a": 6.447,
  "symbols": ["C", "C", "N", "C", "S", "N", "C", "C", "C", "C", "C", "C", "C", "N", "O", "H", "H", "H", "H", "H", "H", "H", "H", "H", "H", "H", "H", "H", "H", "H", "H", "H", "H"],
  "coordinates": [[3.511, -2.384, 0.562], [3.022, -1.358, -0.639], [2.123, -0.390, -0.219], [2.619, 0.849, 0.099], [4.085, 1.211, 0.579], [1.517, 1.680, 0.007], [0.320, 0.997, -0.092], [-0.481, 0.801, 1.299], [-1.677, -0.072, 1.122], [-2.702, 0.600, 0.133], [-4.077, -0.146, -0.080], [-1.912, 0.637, -1.211], [-0.659, 1.503, -1.121], [0.825, -0.376, -0.360], [0.059, -1.258, -0.691], [3.299, -3.503, 0.461], [4.551, -2.327, 0.856], [2.877, -1.993, 1.377], [3.941, -0.854, -1.023], [2.592, -2.105, -1.405], [1.602, 2.654, 0.309], [-0.596, 1.775, 1.757], [0.182, 0.274, 2.179], [-1.354, -1.097, 0.709], [-2.290, -0.299, 2.028], [-2.782, 1.649, 0.475], [-4.925, 0.374, 0.116], [-4.169, -1.019, 0.532], [-4.088, -0.514, -1.092], [-2.511, 0.996, -1.993], [-1.717, -0.463, -1.490], [-0.251, 1.565, -2.188], [-0.933, 2.591, -0.994]]
}

***

No. 4
{
  "formula": "C10H18N4O3",
  "method": "wB97M-V/def2-TZVPD",
  "orbital_gap_ev": 8.705,
  "spin_multiplicity": 1,
  "smiles": "CCCOc1nnc(COCCOCC)nn1",
  "homo_ha": -0.3524,
  "relative_energy_kcal_mol": 0.0,
  "fmax_ev_per_a": 1.458,
  "symbols": ["C", "C", "C", "O", "C", "N", "N", "C", "C", "O", "C", "C", "O", "C", "C", "N", "N", "H", "H", "H", "H", "H", "H", "H", "H", "H", "H", "H", "H", "H", "H", "H", "H", "H", "H"],
  "coordinates": [[4.801, -0.634, 0.001], [3.964, 0.334, -0.838], [3.902, 1.722, -0.258], [3.326, 1.778, 1.062], [1.992, 1.665, 1.034], [1.498, 0.475, 1.270], [0.178, 0.371, 1.233], [-0.501, 1.466, 0.970], [-1.977, 1.345, 0.872], [-2.393, 1.568, -0.463], [-2.704, 0.372, -1.160], [-4.029, -0.240, -0.740], [-3.959, -1.288, 0.215], [-3.320, -2.483, -0.235], [-2.008, -2.723, 0.481], [0.008, 2.667, 0.775], [1.321, 2.773, 0.812], [4.684, -0.424, 1.054], [5.837, -0.536, -0.285], [4.461, -1.643, -0.169], [2.982, -0.102, -0.969], [4.384, 0.414, -1.833], [4.916, 2.080, -0.141], [3.393, 2.393, -0.946], [-2.288, 0.374, 1.229], [-2.443, 2.089, 1.510], [-2.770, 0.616, -2.211], [-1.877, -0.329, -1.063], [-4.584, -0.598, -1.604], [-4.618, 0.551, -0.290], [-4.004, -3.301, -0.065], [-3.138, -2.404, -1.304], [-1.157, -2.290, -0.026], [-1.815, -3.779, 0.613], [-2.061, -2.282, 1.468]]
}

***

No. 5
{
  "formula": "C10H18NSi",
  "method": "wB97M-V/def2-TZVPD",
  "orbital_gap_ev": 8.971,
  "charge": 1,
  "spin_multiplicity": 1,
  "homo_ha": -0.4424,
  "relative_energy_kcal_mol": 0.4,
  "fmax_ev_per_a": 4.824,
  "symbols": ["C", "C", "C", "C", "C", "C", "C", "C", "C", "C", "N", "Si", "H", "H", "H", "H", "H", "H", "H", "H", "H", "H", "H", "H", "H", "H", "H", "H", "H", "H"],
  "coordinates": [[-2.884, 1.861, -0.078], [-2.571, 1.433, 1.243], [-2.863, 0.913, -1.079], [-1.970, 0.220, 1.436], [-2.342, -0.392, -0.820], [-1.657, -0.618, 0.368], [3.832, 0.534, -1.028], [2.186, 0.471, 1.597], [-0.848, -2.870, -0.227], [-0.988, -1.877, 0.679], [0.808, 0.526, -1.048], [2.334, -0.220, -0.139], [-3.265, 2.834, -0.173], [-2.761, 2.147, 1.997], [-3.309, 1.058, -2.003], [-1.690, -0.088, 2.400], [-2.330, -1.116, -1.506], [3.750, 0.434, -2.152], [4.145, 1.424, -0.629], [4.610, -0.118, -0.948], [1.372, 0.201, 2.182], [2.986, 0.060, 2.194], [2.223, 1.522, 1.558], [-0.862, -2.744, -1.247], [-0.588, -3.928, -0.100], [-0.749, -2.017, 1.668], [0.309, -0.134, -1.640], [0.931, 1.360, -1.621], [-0.094, 0.747, -0.494], [2.283, -1.621, -0.390]]
}

***

No. 6
{
  "formula": "C10H19BBaCl2FNO3P",
  "method": "wB97M-V/def2-TZVPD",
  "orbital_gap_ev": 2.069,
  "charge": 1,
  "spin_multiplicity": 1,
  "homo_ha": -0.3308,
  "fmax_ev_per_a": 6.670,
  "symbols": ["C", "C", "C", "N", "C", "C", "C", "F", "O", "B", "P", "O", "O", "C", "C", "Cl", "C", "C", "Cl", "H", "H", "H", "H", "H", "H", "H", "H", "H", "H", "H", "H", "H", "H", "H", "H", "H", "H", "H", "Ba"],
  "coordinates": [[0.844, 2.289, -3.288], [-0.005, 3.009, -2.160], [-0.987, 2.033, -1.361], [-0.454, 1.591, -0.040], [-0.165, 0.150, 0.013], [-1.364, -0.910, -0.014], [-2.711, -0.382, 0.620], [-1.601, -1.279, -1.365], [0.609, -0.290, -1.114], [1.806, -1.059, -0.685], [2.065, -2.713, -1.682], [1.050, -3.812, -1.220], [1.802, -1.174, 0.800], [0.990, -0.070, 1.138], [0.635, 0.225, 2.638], [0.355, 1.986, 3.066], [0.488, -0.700, 3.660], [0.671, -2.243, 3.388], [0.079, -0.199, 5.372], [1.753, 2.936, -3.518], [1.242, 1.273, -3.000], [0.252, 2.151, -4.245], [0.636, 3.598, -1.442], [-0.667, 3.771, -2.693], [-1.922, 2.661, -1.139], [-1.350, 1.174, -2.008], [-1.086, 1.897, 0.703], [-1.015, -1.843, 0.522], [-2.823, 0.767, 0.617], [-2.778, -0.820, 1.700], [-3.575, -0.869, 0.002], [2.869, -0.499, -0.854], [1.901, -2.451, -3.089], [3.380, -3.259, -1.500], [1.677, 0.811, 0.880], [0.116, -2.506, 2.438], [0.337, -2.859, 4.268], [1.779, -2.406, 3.179], [-4.829, 0.022, 1.415]]
}